w:
Here is 2 unconnected molecules or ions with the total composition C6H9N3OS from the OMol25 dataset. Energies are from ωB97M-V/def2-TZVPD.

Its total charge is 0. As for the lowest unoccupied orbital energy: 0.0175 Ha. As for the SMILES: CC1=N[C@@H]2C[C@]2(N)N1.O=C=S.

Last columns: bonded neighbours and bond lengths (Å).
Positions of all 20 atoms, in Å:
1 C -0.0139 -1.0828 -1.4123  C2 1.583, C4 1.481, N7 1.407, H12 0.995
2 C 1.0111 -0.0957 -0.7178  C1 1.583, C4 1.469, N8 1.382, N9 1.436
3 C -0.7970 3.4708 0.4560  O10 1.156, S11 1.534
4 C 1.3940 -1.4503 -1.1389  C1 1.481, C2 1.469, H13 1.139, H14 1.057
5 C -0.6549 -0.9168 0.6871  C6 1.495, N7 1.292, N8 1.385
6 C -1.4410 -1.1898 1.9286  C5 1.495, H15 1.051, H16 1.012, H17 1.060
7 N -0.9402 -1.4898 -0.4348  C1 1.407, C5 1.292
8 N 0.5150 -0.1847 0.5687  C2 1.382, C5 1.385, H18 1.015
9 N 1.4593 1.2084 -1.1188  C2 1.436, H19 1.020, H20 0.958
10 O 0.2837 3.3730 0.8550  C3 1.156
11 S -2.2770 3.6277 0.0864  C3 1.534
12 H -0.3499 -1.0316 -2.3469  C1 0.995
13 H 1.6113 -2.0289 -0.1822  C4 1.139
14 H 2.0183 -1.6392 -1.9706  C4 1.057
15 H -1.9413 -2.1069 1.8150  C6 1.051
16 H -2.2922 -0.6429 1.9566  C6 1.012
17 H -0.9232 -1.2778 2.8491  C6 1.060
18 H 0.5844 0.6121 1.1928  N8 1.015
19 H 0.6255 1.7726 -1.2812  N9 1.020
20 H 2.1278 1.0725 -1.7918  N9 0.958



x:
Here is a single C6H9N3OS molecule from the OMol25 dataset. Energies are from ωB97M-V/def2-TZVPD.

Its total charge is 0. As for the lowest unoccupied orbital energy: 0.0238 Ha. As for the SMILES: S=c1[nH]nc([C@@H]2CCCN2)o1.

Last columns: bonded neighbours and bond lengths (Å).
Positions of all 20 atoms, in Å:
1 C -3.3497 -0.0073 0.0564  N16 1.320, O19 1.441, S20 1.644
2 C -1.1421 -0.1270 0.2091  C3 1.435, N17 1.339, O19 1.388
3 C 0.1572 -0.5731 0.6223  C2 1.435, C4 1.582, H8 1.139, N18 1.473
4 C 1.1109 0.6692 0.8432  C3 1.582, C5 1.507, H9 1.070, H10 1.145
5 C 2.3263 0.3566 0.0087  C4 1.507, C6 1.562, H11 1.086, H12 1.183
6 C 1.7486 -0.6495 -1.0378  C5 1.562, H13 1.121, H14 1.116, N18 1.438
7 H -3.2677 1.8748 -0.7731  N16 1.040
8 H 0.0431 -1.1650 1.5891  C3 1.139
9 H 1.3423 1.0033 1.8330  C4 1.070
10 H 0.5493 1.5201 0.3209  C4 1.145
11 H 2.7523 1.3147 -0.2753  C5 1.086
12 H 3.2546 -0.1557 0.5327  C5 1.183
13 H 1.1550 -0.0150 -1.7460  C6 1.121
14 H 2.5407 -1.1777 -1.6203  C6 1.116
15 H 1.3052 -2.1537 0.2050  N18 1.047
16 N -2.7336 1.0370 -0.4663  C1 1.320, H7 1.040, N17 1.370
17 N -1.3681 1.0629 -0.3615  C2 1.339, N16 1.370
18 N 0.7679 -1.4679 -0.3765  C3 1.473, C6 1.438, H15 1.047
19 O -2.2821 -0.8465 0.5378  C1 1.441, C2 1.388
20 S -4.9102 -0.4999 -0.1014  C1 1.644



y:
Here is a single C6H9N3OS molecule from the OMol25 dataset. Energies are from ωB97M-V/def2-TZVPD.

Its total charge is 0. As for the lowest unoccupied orbital energy: 0.0211 Ha. As for the SMILES: CNc1nc(CC(C)=O)ns1.

Last columns: bonded neighbours and bond lengths (Å).
Positions of all 20 atoms, in Å:
1 C -1.1570 3.6756 -0.6035  H7 1.113, H8 1.108, H9 1.088, N16 1.420
2 C -0.4904 1.3155 -0.0043  N16 1.356, N17 1.295, S20 1.741
3 C -0.3853 -0.8120 0.1105  C4 1.477, N17 1.355, N18 1.320
4 C 0.1565 -2.1466 -0.2151  C3 1.477, C5 1.540, H11 1.079, H12 1.172
5 C 1.6416 -2.3291 -0.5782  C4 1.540, C6 1.502, O19 1.214
6 C 2.7618 -1.6225 0.1299  C5 1.502, H13 1.084, H14 1.185, H15 1.113
7 H -2.0517 3.5791 -1.2591  C1 1.113
8 H -0.4772 4.4553 -0.9995  C1 1.108
9 H -1.5432 3.8929 0.3898  C1 1.088
10 H 0.5745 2.5887 -1.0307  N16 1.010
11 H -0.4247 -2.6565 -0.9678  C4 1.079
12 H -0.0190 -2.7686 0.7630  C4 1.172
13 H 2.8121 -2.0126 1.1395  C6 1.084
14 H 2.5866 -0.4512 0.1650  C6 1.185
15 H 3.7057 -1.8271 -0.4234  C6 1.113
16 N -0.2828 2.5613 -0.4980  C1 1.420, C2 1.356, H10 1.010
17 N 0.2322 0.3002 -0.3551  C2 1.295, C3 1.355
18 N -1.3081 -0.6240 1.0353  C3 1.320, S20 1.649
19 O 1.9728 -3.0657 -1.4839  C5 1.214
20 S -1.6624 0.9736 1.2364  C2 1.741, N18 1.649



Energies relative to the most stable structure, in kJ/mol: w 100.7; x 92.8; y 0.0.



w:
Here is 6 unconnected molecules or ions with the total composition C2H16O5 from the OMol25 dataset. Energies are from ωB97M-V/def2-TZVPD.

Its total charge is 0. As for the lowest unoccupied orbital energy: 0.0067 Ha. As for the SMILES: CC.O.O.O.O.O.

Last columns: bonded neighbours and bond lengths (Å).
Positions of all 23 atoms, in Å:
1 C 0.4329 1.9009 1.4201  C2 1.551, H3 1.088, H4 1.098, H5 1.089
2 C -0.9259 1.1624 1.5427  C1 1.551, H6 1.088, H7 1.084, H8 1.085
3 H 0.3135 2.9824 1.4525  C1 1.088
4 H 0.8699 1.7043 0.4327  C1 1.098
5 H 1.1550 1.4582 2.1045  C1 1.089
6 H -1.4951 1.5865 2.3679  C2 1.088
7 H -1.4996 1.4015 0.6551  C2 1.084
8 H -0.6661 0.1101 1.5972  C2 1.085
9 H 5.5959 2.4998 -0.4359  O11 0.962
10 H 6.0060 1.0575 -0.6331  O11 0.962
11 O 5.5558 1.7830 -1.0763  H9 0.962, H10 0.962
12 H -5.0970 2.5204 -0.8352  O14 0.965
13 H -4.1824 1.5207 -0.3169  O14 0.975
14 O -4.3317 2.0185 -1.1424  H12 0.965, H13 0.975
15 H 4.1091 -3.6884 -2.0242  O17 0.959
16 H 3.4443 -2.6853 -1.0140  O17 0.959
17 O 3.6267 -3.6086 -1.1994  H15 0.959, H16 0.959
18 H -2.6364 -0.5988 0.5480  O20 0.954
19 H -3.8808 -1.4881 0.5383  O20 0.962
20 O -3.5870 -0.5751 0.4699  H18 0.954, H19 0.962
21 H -0.6559 -2.9666 -0.4505  O23 0.966
22 H -0.2970 -2.2369 0.7928  O23 0.965
23 O -1.0293 -2.3285 0.1716  H21 0.966, H22 0.965



x:
Here is 6 unconnected molecules or ions with the total composition C2H16O5 from the OMol25 dataset. Energies are from ωB97M-V/def2-TZVPD.

Its total charge is 0. As for the lowest unoccupied orbital energy: 0.0064 Ha. As for the SMILES: CC.O.O.O.O.O.

Last columns: bonded neighbours and bond lengths (Å).
Positions of all 23 atoms, in Å:
1 C 3.1664 0.2222 -2.8951  C2 1.498, H3 1.023, H4 1.127, H5 1.082
2 C 1.9492 0.9907 -2.4809  C1 1.498, H6 1.103, H7 1.075, H8 1.128
3 H 3.3690 0.6040 -3.8226  C1 1.023
4 H 3.1787 -0.8827 -2.6716  C1 1.127
5 H 4.0842 0.3711 -2.3419  C1 1.082
6 H 1.0396 0.6298 -2.9898  C2 1.103
7 H 1.7755 0.6616 -1.4720  C2 1.075
8 H 2.0256 2.0835 -2.2131  C2 1.128
9 H 1.6291 -1.6885 6.0747  O11 0.891
10 H 2.8125 -2.3912 6.2422  O11 0.886
11 O 2.2638 -1.8505 6.6794  H9 0.891, H10 0.886
12 H -1.9258 0.5405 4.1947  O14 0.989
13 H -2.0330 1.7661 5.1807  O14 0.945
14 O -1.4838 1.0403 4.9249  H12 0.989, H13 0.945
15 H -5.0416 0.7282 -4.0655  O17 0.982
16 H -4.5862 1.0766 -5.4028  O17 0.907
17 O -5.1295 0.4675 -5.0079  H15 0.982, H16 0.907
18 H -0.3204 -0.0441 2.5550  O20 0.936
19 H -0.6861 0.8497 1.3881  O20 0.992
20 O -1.0716 0.2612 2.0871  H18 0.936, H19 0.992
21 H -1.5648 -2.4717 -1.7627  O23 0.943
22 H -1.4893 -1.0969 -1.0444  O23 0.911
23 O -1.9614 -1.8674 -1.1563  H21 0.943, H22 0.911



Energies relative to the most stable structure, in kJ/mol: w 0.0; x 145.5.



w:
Here is a single C5H9N3OS molecule from the OMol25 dataset. Energies are from ωB97M-V/def2-TZVPD.

Its total charge is 0. As for the lowest unoccupied orbital energy (alpha / beta): -0.0028 / -0.0027 Ha.

Last columns: bonded neighbours and bond lengths (Å).
Positions of all 19 atoms, in Å:
1 C 1.6178 -0.1161 -0.3033  N6 1.221, S10 1.621
2 C 0.2464 -2.0214 -0.0242  N6 1.383, N7 1.386, O9 1.208
3 C -3.3007 0.6187 0.0582  C5 1.537, H11 1.087, H12 1.086, H13 1.087
4 C 4.0737 0.7911 0.5603  S10 1.855, H14 1.084, H15 1.085, H16 1.083
5 C -1.8996 0.7526 -0.5583  C3 1.537, N8 1.434, H17 1.102, H18 1.093
6 N 1.4274 -1.3062 -0.1087  C1 1.221, C2 1.383
7 N -0.8768 -1.2239 0.1326  C2 1.386, N8 1.322, H19 1.022
8 N -0.8850 0.0955 0.2139  C5 1.434, N7 1.322
9 O 0.1907 -3.2282 -0.0393  C2 1.208
10 S 2.5164 1.2324 -0.3461  C1 1.621, C4 1.855
11 H -3.2757 0.9380 1.0965  C3 1.087
12 H -3.9985 1.2466 -0.4882  C3 1.086
13 H -3.6547 -0.4084 0.0165  C3 1.087
14 H 4.6181 1.7183 0.6985  C4 1.084
15 H 4.6427 0.0976 -0.0499  C4 1.085
16 H 3.8120 0.3465 1.5128  C4 1.083
17 H -1.9256 0.3705 -1.5915  C5 1.102
18 H -1.6164 1.8076 -0.5799  C5 1.093
19 H -1.7120 -1.7111 -0.1998  N7 1.022



x:
Here is a single C5H9N3OS molecule from the OMol25 dataset. Energies are from ωB97M-V/def2-TZVPD.

Its total charge is 0. As for the lowest unoccupied orbital energy: 0.0189 Ha.

Last columns: bonded neighbours and bond lengths (Å).
Positions of all 19 atoms, in Å:
1 C -0.6732 1.2819 -0.0955  C4 1.506, N8 1.276, O9 1.373
2 C -0.4181 -1.0801 -0.1275  C5 1.511, N6 1.471, N8 1.419, H11 1.098
3 C 2.7083 -0.0576 0.5866  N7 1.207, S10 1.689
4 C -1.4884 1.4892 1.1532  C1 1.506, H13 1.050, H14 1.131, H15 1.080
5 C -1.0537 -2.0981 -1.0462  C2 1.511, H16 1.143, H17 1.037, H18 1.101
6 N 0.8981 -1.6005 0.2729  C2 1.471, N7 1.240
7 N 1.8799 -0.8471 0.2036  C3 1.207, N6 1.240
8 N -0.2774 0.2191 -0.6796  C1 1.276, C2 1.419
9 O -0.5394 2.4603 -0.7874  C1 1.373, H12 0.945
10 S 3.9633 0.8011 -0.1488  C3 1.689, H19 1.385
11 H -0.9896 -1.1479 0.8071  C2 1.098
12 H -0.1797 2.2596 -1.6378  O9 0.945
13 H -0.9804 1.2653 2.0450  C4 1.050
14 H -2.3469 0.8046 0.8828  C4 1.131
15 H -1.7903 2.5035 1.3666  C4 1.080
16 H -2.0096 -2.5926 -0.6627  C5 1.143
17 H -0.3632 -2.8703 -1.0929  C5 1.037
18 H -1.0856 -1.6128 -2.0337  C5 1.101
19 H 4.7458 0.8222 0.9943  S10 1.385



Energies relative to the most stable structure, in kJ/mol: w 0.0; x 7.9.